The following is a DFT calculation (the ωB97M-V functional and the def2-TZVPD basis) of a structure of composition C5H4F5O2 in a non-equilibrium geometry.

Structure (ORCA input):
```
! wB97M-V def2-TZVPD RIJCOSX def2/J DEFGRID3
* xyz -1 1
C 0.64 1.79 -0.11
C 1.96 -0.40 0.45
C 0.81 0.21 -0.40
C -0.75 -0.81 0.04
C -2.17 -0.30 -0.33
O 0.62 2.46 -1.12
O 0.61 2.13 1.10
F -0.73 -0.98 1.44
F -0.55 -2.09 -0.31
F -2.46 -0.16 -1.59
F -3.04 -1.22 0.19
F -2.52 0.87 0.17
H 2.00 -1.53 0.25
H 1.66 -0.20 1.55
H 2.79 0.22 0.15
H 1.14 -0.01 -1.48
*
```

## Properties
E_HOMO: -4.62 eV
molar mass: 191.1 Da


The following is a DFT calculation (the ωB97M-V functional and the def2-TZVPD basis) of a structure of composition C10H16FIO4Si2 in a non-equilibrium geometry.

Structure (ORCA input):
```
! wB97M-V def2-TZVPD RIJCOSX def2/J DEFGRID3
* xyz 0 1
O -2.37 -0.23 -6.48
C -1.55 -0.23 -5.28
C -1.37 -1.72 -4.90
C -0.39 -2.00 -3.70
C 0.87 -1.03 -3.62
Si 0.72 -0.03 -2.02
F 1.30 1.54 -2.16
O 1.62 -0.80 -0.77
Si 0.62 -1.21 0.56
I 1.94 -1.99 2.51
H -2.41 0.67 -6.82
H -2.12 0.37 -4.52
H -0.61 0.31 -5.55
H -2.38 -2.08 -4.57
H -1.12 -2.32 -5.81
H 0.02 -3.03 -3.86
H -0.91 -1.98 -2.72
H 1.78 -1.68 -3.50
H 1.05 -0.43 -4.54
H -0.68 0.01 -1.57
H -0.15 -0.04 1.03
H -0.28 -2.30 0.17
C 0.33 1.71 7.09
C -0.67 1.28 6.33
C -0.54 1.21 4.85
O -1.45 0.81 4.16
C 0.74 1.65 4.26
C 1.74 2.09 5.02
C 1.61 2.16 6.50
O 2.52 2.55 7.19
H 0.25 1.77 8.17
H -1.61 0.95 6.74
H 0.82 1.60 3.18
H 2.69 2.42 4.61
*
```

## Properties
E_HOMO: -9.95 eV
molar mass: 402.3 Da


Number 1: DFT total energy -22933.010 eV, gap between HOMO and LUMO 0.308 hartree. Number 2: DFT total energy -45395.952 eV, gap between HOMO and LUMO 0.311 hartree.